This record from OMol25 describes 7 unconnected molecules or ions with the total composition C40H73NO20P. The level of theory is ωB97M-V with the def2-TZVPD basis set.

Last column: Mulliken charge in e.
Positions of all 135 atoms, in Å:
C1 8.425 -2.257 0.186  -0.92
C2 7.446 -1.286 -0.497  -0.51
C3 8.085 -0.137 -1.305  -0.45
C4 7.686 1.280 -0.855  -0.79
C5 7.356 2.264 -1.983  -0.96
C6 6.421 3.391 -1.528  -0.78
C7 4.948 3.132 -1.828  -0.43
C8 4.059 4.354 -1.564  -0.37
C9 2.681 4.045 -0.947  -0.42
C10 2.420 4.769 0.377  -0.82
C11 0.941 4.888 0.737  -0.82
C12 0.380 3.620 1.397  -0.46
C13 -1.092 3.312 1.091  -1.09
C14 -1.353 1.828 0.862  0.45
C15 -0.542 1.268 -0.338  -0.28
O1 -1.381 0.554 -1.176  -0.43
P1 -3.076 0.485 -0.682  0.51
C16 -3.427 -0.665 -2.132  -0.74
N1 -4.797 -0.468 -2.652  -0.19
O2 -2.697 1.606 0.621  -0.34
H1 9.444 -2.130 -0.185  0.43
H2 8.432 -2.084 1.263  0.09
H3 8.141 -3.295 0.026  0.24
H4 6.788 -1.850 -1.160  0.34
H5 6.808 -0.850 0.274  0.26
H6 7.820 -0.255 -2.359  0.33
H7 9.173 -0.231 -1.259  0.38
H8 6.819 1.220 -0.192  0.40
H9 8.507 1.701 -0.269  0.25
H10 8.279 2.710 -2.359  0.31
H11 6.902 1.710 -2.811  0.50
H12 6.520 3.510 -0.442  0.44
H13 6.709 4.345 -1.974  0.33
H14 4.860 2.820 -2.873  0.19
H15 4.596 2.291 -1.221  0.47
H16 3.930 4.906 -2.496  -0.15
H17 4.600 5.028 -0.892  0.36
H18 2.579 2.966 -0.807  0.17
H19 1.888 4.340 -1.640  0.40
H20 2.884 5.759 0.333  0.48
H21 2.925 4.234 1.190  0.23
H22 0.363 5.122 -0.162  0.40
H23 0.813 5.738 1.413  0.34
H24 0.497 3.727 2.480  0.42
H25 1.001 2.765 1.107  0.35
H26 -1.725 3.637 1.921  0.32
H27 -1.434 3.859 0.208  0.32
H28 -1.045 1.300 1.784  0.00
H29 -0.062 2.094 -0.893  0.07
H30 0.278 0.629 0.028  0.19
H31 -3.363 1.625 -1.562  -0.29
H32 -4.439 0.460 -0.242  -0.31
H33 -2.737 -0.626 0.210  -0.25
H34 -2.667 -0.482 -2.900  0.39
H35 -3.324 -1.709 -1.818  0.08
H36 -4.834 0.402 -3.172  0.26
H37 -5.003 -1.198 -3.328  0.15
C17 8.360 -4.362 6.334  -1.47
C18 8.252 -3.867 4.921  0.72
C19 6.944 -3.182 4.578  -0.33
O3 6.815 -3.449 3.179  -0.35
C20 7.497 -4.586 2.904  0.58
O4 7.439 -5.173 1.873  -0.54
O5 8.245 -4.956 3.970  -0.40
H38 9.239 -4.991 6.466  0.38
H39 8.423 -3.508 7.007  0.36
H40 7.480 -4.951 6.599  0.33
H41 9.093 -3.219 4.658  0.26
H42 6.929 -2.112 4.756  0.28
H43 6.106 -3.655 5.097  0.19
C21 3.734 6.621 -7.460  -1.44
C22 4.825 6.042 -6.602  0.48
C23 4.533 4.705 -5.947  -0.54
O6 5.336 4.770 -4.765  -0.16
C24 5.487 6.076 -4.432  0.61
O7 5.923 6.458 -3.397  -0.49
O8 5.053 6.867 -5.442  -0.38
H44 3.974 7.646 -7.738  0.35
H45 3.629 6.032 -8.372  0.38
H46 2.783 6.622 -6.928  0.35
H47 5.771 5.989 -7.149  0.25
H48 4.821 3.839 -6.535  0.32
H49 3.484 4.625 -5.651  0.30
C25 -5.744 -3.271 -0.923  -1.06
C26 -5.503 -4.648 -1.464  0.66
C27 -4.613 -4.738 -2.686  -0.27
O9 -5.102 -5.924 -3.336  -0.37
C28 -6.397 -6.088 -2.978  0.58
O10 -7.139 -6.875 -3.477  -0.56
O11 -6.724 -5.238 -1.986  -0.33
H50 -6.523 -3.279 -0.163  0.36
H51 -4.828 -2.884 -0.475  0.35
H52 -6.040 -2.579 -1.711  -0.11
H53 -5.137 -5.326 -0.687  0.19
H54 -3.555 -4.850 -2.469  0.35
H55 -4.768 -3.886 -3.353  0.20
C29 3.054 -0.919 6.214  -1.50
C30 3.872 -1.896 7.012  0.60
C31 3.687 -1.876 8.517  -0.51
O12 4.968 -2.320 8.988  -0.33
C32 5.888 -1.997 8.053  0.66
O13 7.067 -2.066 8.199  -0.56
O14 5.282 -1.586 6.919  -0.34
H56 3.388 -0.899 5.178  0.37
H57 2.005 -1.216 6.229  0.40
H58 3.143 0.088 6.624  0.35
H59 3.744 -2.915 6.634  0.24
H60 2.914 -2.543 8.888  0.30
H61 3.516 -0.861 8.884  0.31
C33 -10.256 0.447 -2.570  -1.25
C34 -9.081 -0.062 -1.783  0.44
C35 -9.009 -1.568 -1.603  0.12
O15 -8.339 -1.683 -0.343  -0.28
C36 -8.601 -0.567 0.379  0.62
O16 -8.372 -0.442 1.538  -0.60
O17 -9.189 0.364 -0.405  -0.42
H62 -10.328 1.532 -2.503  0.38
H63 -10.163 0.165 -3.619  0.35
H64 -11.177 0.015 -2.182  0.16
H65 -8.127 0.309 -2.166  0.33
H66 -8.436 -2.086 -2.367  0.39
H67 -10.000 -2.017 -1.520  -0.38
C37 -11.828 -4.133 1.264  -1.59
C38 -12.081 -2.867 0.496  0.90
C39 -13.478 -2.281 0.580  -0.54
O18 -13.601 -1.603 -0.677  -0.35
C40 -12.777 -2.212 -1.562  0.74
O19 -12.730 -1.975 -2.727  -0.53
O20 -11.985 -3.103 -0.926  -0.39
H68 -10.860 -4.551 0.993  0.36
H69 -11.823 -3.920 2.333  0.39
H70 -12.598 -4.876 1.052  0.38
H71 -11.338 -2.103 0.746  0.06
H72 -13.623 -1.572 1.389  0.31
H73 -14.236 -3.068 0.626  0.31

Forces on atoms 1 to 3 (eV/Å):
C 0.0 0.1 -0.1
C 0.1 0.0 0.0
C 0.1 0.0 0.0

- DFT total energy: -94394.911 eV
- Charge: -1
- Gap between HOMO and LUMO: 5.963 eV

***

This record from OMol25 describes 12 unconnected molecules or ions with the total composition C40H74F3N2O11 at a distorted geometry. The level of theory is ωB97M-V with the def2-TZVPD basis set.

Last column: Mulliken charge in e.
Positions of all 130 atoms, in Å:
F1 1.411 -0.907 -1.882  -0.23
C1 2.045 0.166 -2.326  0.23
F2 2.786 0.712 -1.377  -0.07
C2 1.961 0.659 -3.578  0.42
F3 2.195 -0.191 -4.610  -0.36
C3 1.581 2.053 -3.964  -0.64
C4 0.383 2.531 -3.154  -1.28
N1 -0.756 1.619 -3.316  0.58
C5 -1.375 1.329 -4.514  -0.42
C6 -2.355 0.424 -4.233  -0.79
N2 -2.305 0.215 -2.878  0.29
C7 -1.328 0.943 -2.329  -0.76
H1 2.385 2.779 -3.807  0.45
H2 1.392 2.055 -5.036  0.46
H3 0.643 2.476 -2.099  0.53
H4 0.083 3.548 -3.398  0.43
H5 -1.073 1.781 -5.440  0.46
H6 -3.020 -0.009 -4.956  0.62
H7 -2.924 -0.412 -2.386  0.15
H8 -1.058 0.955 -1.280  1.05
C8 8.199 1.312 -1.607  -1.26
C9 6.801 1.875 -1.607  0.79
O1 6.556 3.002 -1.244  -0.53
C10 5.682 0.979 -2.088  -0.88
H9 8.892 2.065 -1.240  0.33
H10 8.250 0.435 -0.959  0.34
H11 8.487 1.024 -2.619  0.33
H12 5.612 0.087 -1.462  0.44
H13 5.857 0.679 -3.123  0.42
H14 4.753 1.532 -2.029  0.04
C11 3.881 -3.679 2.055  -1.21
C12 2.624 -2.855 2.061  0.70
O2 1.805 -2.934 2.950  -0.56
C13 2.415 -1.908 0.899  -0.31
H15 3.907 -4.307 2.938  0.20
H16 3.905 -4.312 1.165  0.35
H17 4.756 -3.033 2.062  0.35
H18 2.381 -2.469 -0.035  0.40
H19 3.230 -1.184 0.856  0.30
H20 1.475 -1.375 1.027  -0.25
C14 -0.731 -0.778 2.611  -0.65
C15 -1.206 -0.700 1.194  0.56
O3 -0.827 0.182 0.442  -0.49
C16 -2.170 -1.745 0.713  -0.86
H21 -0.043 0.038 2.820  0.02
H22 -1.583 -0.701 3.287  0.57
H23 -0.212 -1.725 2.778  0.26
H24 -3.086 -1.709 1.298  0.07
H25 -1.719 -2.735 0.802  0.42
H26 -2.421 -1.562 -0.328  0.01
C17 -7.368 -1.692 -0.533  -1.17
C18 -6.137 -1.677 0.338  0.78
O4 -5.038 -1.442 -0.124  -0.50
C19 -6.336 -1.966 1.800  -0.90
H27 -7.092 -1.469 -1.561  0.31
H28 -7.840 -2.675 -0.496  0.33
H29 -8.080 -0.943 -0.185  0.32
H30 -6.766 -2.960 1.931  0.35
H31 -7.004 -1.231 2.247  0.27
H32 -5.380 -1.926 2.316  0.17
C20 -5.001 4.460 -4.982  -1.19
C21 -3.699 4.429 -4.223  0.90
O5 -2.634 4.572 -4.780  -0.54
C22 -3.781 4.210 -2.730  -1.04
H33 -4.799 4.625 -6.037  0.33
H34 -5.527 3.511 -4.864  0.32
H35 -5.632 5.268 -4.611  0.35
H36 -4.255 3.250 -2.517  0.26
H37 -4.361 5.006 -2.263  0.46
H38 -2.777 4.212 -2.308  0.17
C23 -2.453 -3.386 -7.339  -1.12
C24 -3.560 -2.417 -7.017  0.87
O6 -3.333 -1.246 -6.799  -0.58
C25 -4.962 -2.969 -6.980  -1.13
H39 -1.499 -2.864 -7.335  0.28
H40 -2.427 -4.184 -6.596  0.34
H41 -2.614 -3.824 -8.325  0.36
H42 -5.037 -3.751 -6.223  0.33
H43 -5.223 -3.390 -7.952  0.35
H44 -5.662 -2.172 -6.740  0.30
C26 5.693 5.220 -2.933  -0.87
C27 5.155 6.022 -4.091  0.75
O7 4.057 6.531 -4.056  -0.57
C28 6.047 6.158 -5.303  -1.11
H45 4.961 5.199 -2.131  0.27
H46 5.896 4.199 -3.252  0.12
H47 6.615 5.666 -2.559  0.44
H48 6.272 5.173 -5.715  0.30
H49 6.981 6.649 -5.026  0.33
H50 5.543 6.754 -6.060  0.31
C29 2.732 3.815 3.976  -1.37
C30 1.805 2.760 3.427  0.76
O8 0.750 2.505 3.963  -0.56
C31 2.262 2.041 2.178  -0.52
H51 2.292 4.255 4.867  0.36
H52 3.694 3.372 4.234  0.33
H53 2.890 4.599 3.233  0.37
H54 3.206 1.527 2.367  0.37
H55 2.404 2.758 1.367  0.38
H56 1.513 1.311 1.876  -0.18
C32 6.034 -5.459 5.379  -1.04
C33 6.864 -4.736 4.346  0.80
O9 6.368 -3.941 3.579  -0.50
C34 8.338 -5.052 4.315  -1.13
H57 4.996 -5.145 5.299  0.23
H58 6.094 -6.537 5.220  0.32
H59 6.399 -5.227 6.380  0.35
H60 8.491 -6.113 4.113  0.34
H61 8.794 -4.804 5.274  0.33
H62 8.818 -4.469 3.532  0.30
C35 0.977 -1.623 6.917  -1.08
C36 -0.030 -0.533 7.205  0.72
O10 -0.571 -0.440 8.281  -0.57
C37 -0.321 0.430 6.079  -0.20
H63 1.098 -2.245 7.800  0.32
H64 0.635 -2.243 6.087  0.27
H65 1.941 -1.183 6.655  0.30
H66 -0.719 -0.109 5.222  -0.23
H67 0.587 0.952 5.787  0.15
H68 -1.056 1.161 6.409  0.36
C38 -10.116 -1.975 4.261  -0.99
C39 -8.871 -1.961 5.115  0.83
O11 -7.780 -1.734 4.643  -0.50
C40 -9.052 -2.243 6.585  -1.16
H69 -9.852 -1.759 3.228  0.20
H70 -10.593 -2.955 4.309  0.32
H71 -10.821 -1.220 4.613  0.33
H72 -9.486 -3.234 6.726  0.33
H73 -9.714 -1.498 7.030  0.33
H74 -8.087 -2.203 7.083  0.30

Forces on atoms 1 to 3 (eV/Å):
F 1.1 -0.6 -0.4
C 0.0 -0.1 -0.4
F -1.4 0.6 0.5

- DFT total energy: -76327.685 eV
- Charge: +1
- Gap between HOMO and LUMO: 8.199 eV